Formula: C16H46B4F12N4O12S4Zn2
Source: OMol25
Level of theory: the ωB97M-V functional and the def2-TZVPD basis

Its net charge is -2. As for the energy above the lowest of the compared OMol25 structures with the same formula, charge and spin: 0.000 eV. The calculation puts the HOMO energy at -3.86 eV.

Atoms and positions in Å:
Zn: 1.827 1.256 0.333
Zn: -1.368 -0.484 -1.662
B: 0.077 -1.673 -2.477
H: 0.135 -1.603 -1.402
H: -0.901 -2.054 -2.728
H: 0.180 -0.655 -2.821
H: 0.860 -2.329 -2.823
B: 3.406 2.549 1.494
H: 2.362 2.419 1.737
H: 3.853 1.688 1.023
H: 3.640 3.389 0.860
H: 3.935 2.830 2.391
B: -0.435 0.689 -0.070
H: -0.669 -0.334 0.182
H: -1.343 1.120 -0.461
H: -0.015 1.204 0.779
H: 0.291 0.696 -0.869
B: 2.160 -0.412 1.703
H: 1.799 -0.433 0.686
H: 1.701 0.438 2.183
H: 1.952 -1.333 2.226
H: 3.223 -0.237 1.763
C: -3.572 2.972 -1.503
F: -3.071 2.823 -0.312
F: -4.631 2.138 -1.735
F: -3.876 4.183 -1.825
S: -2.334 2.433 -2.906
O: -2.783 3.137 -4.108
O: -1.068 2.806 -2.462
N: -2.294 0.639 -2.930
S: -3.050 0.315 -4.223
O: -3.220 -1.155 -4.086
O: -4.312 0.993 -4.661
C: -1.651 0.580 -5.629
F: -1.912 1.663 -6.384
F: -0.348 0.704 -5.185
F: -1.718 -0.556 -6.503
C: -0.852 -0.348 3.838
F: -0.342 0.794 3.390
F: -1.928 -0.065 4.693
F: -1.321 -0.981 2.734
S: 0.570 -1.322 4.743
O: -0.092 -1.682 6.027
O: 0.914 -2.529 3.947
N: 1.949 -0.246 4.850
S: 1.563 0.483 6.202
O: 0.310 1.230 6.028
O: 1.666 -0.312 7.422
C: 2.963 1.922 6.368
F: 2.615 2.530 7.571
F: 4.154 1.394 6.538
F: 2.843 2.739 5.286
C: 4.199 -2.514 -3.483
O: 4.252 -1.223 -3.981
C: 4.345 -0.116 -3.093
C: 3.279 -0.179 -1.939
N: 3.051 1.110 -1.304
C: 2.327 1.943 -2.235
C: 2.073 3.329 -1.661
O: 1.234 3.024 -0.582
C: 0.617 4.070 0.119
H: 5.031 -3.021 -2.995
H: 3.974 -3.325 -4.176
H: 3.380 -2.550 -2.765
H: 4.472 0.777 -3.704
H: 5.307 -0.171 -2.583
H: 3.621 -0.852 -1.152
H: 2.321 -0.603 -2.240
H: 4.037 1.320 -1.259
H: 1.467 1.394 -2.620
H: 2.951 2.146 -3.105
H: 1.745 4.045 -2.415
H: 2.959 3.781 -1.216
H: 0.223 4.861 -0.519
H: 1.434 4.499 0.699
H: -0.218 3.715 0.723
C: -5.358 -1.794 2.728
O: -4.480 -1.992 1.663
C: -4.101 -0.734 1.060
C: -3.707 -0.937 -0.430
N: -2.451 -1.673 -0.408
C: -2.559 -3.106 -0.837
C: -1.383 -3.941 -0.269
O: -1.709 -4.145 1.108
C: -0.588 -4.341 1.908
H: -6.330 -1.423 2.404
H: -4.812 -1.365 3.568
H: -5.564 -2.789 3.125
H: -3.170 -0.395 1.514
H: -4.852 0.043 1.203
H: -3.553 0.051 -0.866
H: -4.630 -1.381 -0.803
H: -2.201 -1.789 0.563
H: -2.655 -3.160 -1.922
H: -3.469 -3.399 -0.313
H: -0.541 -3.261 -0.404
H: -1.086 -4.802 -0.868
H: -0.869 -4.281 2.959
H: 0.176 -3.580 1.748
H: -0.039 -5.279 1.822

Atomic partial charges in e from the Löwdin method, atoms 1 to 6:
1. Zn 0.553
2. Zn 0.512
3. B -0.400
4. H -0.026
5. H -0.021
6. H -0.027

***

Formula: C16H46BF4N2O10P2S
Source: OMol25
Level of theory: the ωB97M-V functional and the def2-TZVPD basis

Its net charge is +1. As for the energy above the lowest of the compared OMol25 structures with the same formula, charge and spin: 0.000 eV. The calculation puts the HOMO energy at -11.54 eV.

Atoms and positions in Å:
N: 3.253 -0.493 -2.501
H: 2.552 0.260 -2.548
H: 4.052 -0.301 -3.102
H: 2.865 -1.412 -2.736
H: 3.498 -0.605 -1.507
N: -0.293 2.382 -4.806
H: 0.210 2.297 -5.697
H: -0.662 1.433 -4.669
H: -1.104 2.976 -4.995
H: 0.354 2.634 -4.043
B: 1.680 2.381 -1.558
F: 1.432 3.317 -0.560
F: 1.662 3.076 -2.792
F: 2.977 1.794 -1.382
F: 0.809 1.282 -1.688
C: 1.903 5.768 1.951
C: 3.227 5.503 1.186
C: 3.706 4.115 1.680
S: 3.480 4.207 3.477
O: 4.558 5.007 4.026
O: 3.183 2.929 4.086
C: 2.021 5.276 3.397
H: 1.188 5.127 1.426
H: 1.477 6.768 1.940
H: 3.859 6.361 1.414
H: 3.031 5.441 0.118
H: 4.758 3.879 1.549
H: 2.979 3.396 1.306
H: 2.096 5.968 4.230
H: 1.232 4.537 3.549
C: 1.176 -4.615 1.385
C: 1.345 -3.102 1.338
O: 1.830 -2.725 2.634
P: 2.254 -1.181 2.861
O: 3.340 -0.802 1.917
O: 0.875 -0.392 2.614
C: 0.891 0.953 2.170
C: 0.033 1.853 3.075
O: 2.593 -1.261 4.411
C: 3.779 -1.946 4.769
C: 3.492 -2.797 6.003
H: 2.183 -5.044 1.349
H: 0.855 -4.921 2.381
H: 0.585 -5.054 0.586
H: 2.020 -2.867 0.512
H: 0.401 -2.568 1.223
H: 1.893 1.384 2.288
H: 0.666 1.010 1.103
H: -0.861 1.243 3.251
H: 0.531 1.971 4.033
H: -0.281 2.775 2.593
H: 4.269 -2.508 3.971
H: 4.585 -1.271 5.080
H: 4.398 -3.247 6.406
H: 2.968 -2.223 6.770
H: 2.760 -3.601 5.861
C: -7.675 -2.842 -2.085
C: -6.838 -1.588 -1.860
O: -6.274 -1.139 -3.100
P: -4.728 -1.223 -3.480
O: -4.379 -0.465 -4.678
O: -4.003 -0.813 -2.135
C: -2.577 -0.718 -2.127
C: -2.216 0.060 -0.862
O: -4.548 -2.818 -3.624
C: -3.842 -3.377 -4.732
C: -3.129 -4.632 -4.255
H: -8.670 -2.650 -2.481
H: -7.114 -3.616 -2.608
H: -7.842 -3.370 -1.138
H: -7.352 -0.755 -1.392
H: -6.034 -1.949 -1.211
H: -2.087 -1.693 -2.121
H: -2.244 -0.170 -3.014
H: -2.537 -0.539 -0.002
H: -1.136 0.018 -0.702
H: -2.700 1.024 -0.761
H: -4.551 -3.552 -5.545
H: -3.128 -2.658 -5.146
H: -2.341 -4.438 -3.526
H: -3.888 -5.199 -3.707
H: -2.733 -5.268 -5.043

Atomic partial charges in e from the Löwdin method, atoms 1 to 6:
1. N 0.317
2. H 0.105
3. H 0.159
4. H 0.156
5. H 0.159
6. N 0.330

***

Formula: C16H46Cl3O20P5
Source: OMol25
Level of theory: the ωB97M-V functional and the def2-TZVPD basis

Its net charge is 0. As for the energy above the lowest of the compared OMol25 structures with the same formula, charge and spin: 3.195 eV. Its structure (SMILES) is COP(=O)(OC)OC.COP(=O)(OC)OC.COP(=O)(OC)OC.COP(=O)(OC)OC.COP(=O)(OC)OC.ClC(Cl)Cl. The calculation puts the HOMO energy at -10.40 eV.

Atoms and positions in Å:
C: 0.745 -0.401 -0.886
Cl: 0.509 0.115 -2.522
Cl: -0.751 -1.152 -0.141
Cl: 1.231 0.971 0.220
H: 1.577 -1.103 -0.846
C: 4.970 0.597 1.561
O: 5.129 -0.793 1.732
P: 4.147 -1.954 1.047
O: 4.237 -2.029 -0.423
O: 4.514 -3.376 1.777
C: 4.182 -4.662 1.149
O: 2.650 -1.620 1.548
C: 2.321 -1.333 2.894
H: 5.967 1.014 1.420
H: 4.517 1.151 2.383
H: 4.546 0.862 0.592
H: 3.749 -5.298 1.922
H: 5.127 -5.113 0.848
H: 3.486 -4.573 0.315
H: 3.180 -1.362 3.564
H: 1.652 -2.097 3.289
H: 1.923 -0.327 3.030
C: 2.515 3.560 2.324
O: 1.408 4.407 2.468
P: 1.546 5.687 3.467
O: 2.274 5.487 4.740
O: 2.386 6.693 2.503
C: 1.906 6.845 1.153
O: 0.050 6.246 3.486
C: -0.914 5.766 4.406
H: 2.835 3.690 1.291
H: 2.269 2.502 2.413
H: 3.330 3.830 2.996
H: 0.911 6.425 1.006
H: 2.638 6.370 0.501
H: 1.975 7.917 0.967
H: -0.597 4.932 5.032
H: -1.794 5.295 3.967
H: -1.175 6.542 5.125
C: -2.027 2.722 -1.944
O: -1.422 3.930 -2.440
P: -0.212 4.555 -1.513
O: 0.153 6.008 -1.873
O: 1.093 3.579 -1.745
C: 1.655 3.457 -3.018
O: -0.701 4.371 -0.004
C: -1.635 5.317 0.479
H: -2.884 3.000 -1.331
H: -1.307 2.115 -1.396
H: -2.411 2.113 -2.763
H: 1.657 4.325 -3.678
H: 1.317 2.540 -3.500
H: 2.697 3.327 -2.728
H: -2.001 6.059 -0.231
H: -1.227 5.689 1.419
H: -2.520 4.741 0.749
C: -7.816 -3.384 -1.919
O: -6.644 -2.775 -2.384
P: -5.522 -2.227 -1.312
O: -5.964 -1.176 -0.391
O: -5.088 -3.583 -0.501
C: -4.154 -3.492 0.551
O: -4.182 -1.860 -2.160
C: -3.670 -0.495 -2.271
H: -7.852 -4.411 -2.281
H: -8.732 -2.889 -2.243
H: -7.808 -3.570 -0.845
H: -3.141 -3.752 0.244
H: -4.371 -4.114 1.419
H: -4.163 -2.450 0.871
H: -2.590 -0.429 -2.140
H: -4.118 0.069 -1.453
H: -3.849 -0.094 -3.268
C: 2.261 -3.976 -3.228
O: 0.870 -3.807 -3.107
P: -0.022 -4.502 -1.946
O: -1.501 -4.261 -1.939
O: 0.745 -4.116 -0.554
C: 0.219 -4.574 0.661
O: 0.376 -6.048 -2.146
C: -0.491 -7.161 -1.977
H: 2.588 -4.195 -4.244
H: 2.587 -4.774 -2.560
H: 2.638 -3.006 -2.905
H: 0.034 -5.647 0.718
H: -0.731 -4.096 0.901
H: 0.917 -4.225 1.423
H: 0.022 -8.102 -1.774
H: -1.056 -7.278 -2.902
H: -1.186 -7.160 -1.138

Atomic partial charges in e from the Löwdin method, atoms 1 to 6:
1. C -1.399
2. Cl 0.638
3. Cl 0.555
4. Cl 0.558
5. H -0.006
6. C -0.122

***

Formula: C16H47BeNO16S5
Source: OMol25
Level of theory: the ωB97M-V functional and the def2-TZVPD basis

Its net charge is +2. As for the energy above the lowest of the compared OMol25 structures with the same formula, charge and spin: 5.672 eV. The calculation puts the HOMO energy at -14.94 eV.

Atoms and positions in Å:
Be: -3.901 2.657 2.083
N: -3.934 -0.798 3.035
H: -4.849 -0.369 3.159
H: -3.552 -0.365 2.189
H: -3.794 -1.807 3.043
H: -3.391 -0.321 3.760
C: -1.442 0.556 -0.035
O: -2.264 0.901 1.060
H: -0.562 1.201 0.013
H: -1.001 -0.440 0.111
H: -1.986 0.582 -0.980
O: -0.985 -6.809 2.088
S: -0.702 -6.596 0.693
O: -1.533 -7.083 -0.409
O: -0.615 -4.963 0.577
C: -0.165 -4.301 -0.580
C: -1.299 -3.393 -1.123
C: 1.015 -6.998 0.430
H: 0.150 -4.964 -1.385
H: 0.661 -3.659 -0.268
H: -2.193 -4.008 -1.216
H: -0.995 -2.841 -2.011
H: -1.535 -2.660 -0.344
H: 1.401 -6.558 -0.490
H: 1.086 -8.075 0.296
H: 1.590 -6.513 1.215
O: -0.081 -0.637 5.010
S: 0.434 -0.754 3.671
O: 0.935 0.381 2.952
O: 1.676 -1.756 3.918
C: 2.622 -1.981 2.816
C: 3.777 -0.978 2.937
C: -0.609 -1.837 2.639
H: 2.133 -1.919 1.844
H: 2.972 -2.988 3.035
H: 4.433 -0.996 3.805
H: 3.382 0.037 2.868
H: 4.463 -1.041 2.089
H: -0.602 -2.783 3.177
H: -0.072 -2.001 1.707
H: -1.519 -1.257 2.558
O: 5.131 2.910 2.883
S: 4.369 3.365 1.734
O: 5.023 3.392 0.445
O: 3.012 2.496 1.588
C: 2.332 2.368 0.317
C: 1.714 3.657 -0.276
C: 3.736 5.021 2.246
H: 1.584 1.580 0.273
H: 3.123 2.057 -0.368
H: 2.359 4.167 -0.989
H: 1.456 4.299 0.566
H: 0.821 3.368 -0.834
H: 4.528 5.770 2.265
H: 3.500 4.906 3.304
H: 2.899 5.507 1.749
O: -4.906 5.373 -1.718
S: -4.403 4.080 -1.368
O: -4.554 3.560 -0.016
O: -4.936 2.951 -2.403
C: -4.927 1.550 -2.085
C: -6.206 0.916 -2.753
C: -2.651 3.871 -1.845
H: -4.903 1.413 -1.002
H: -4.052 0.970 -2.389
H: -5.997 0.838 -3.819
H: -6.947 1.699 -2.609
H: -6.375 -0.100 -2.405
H: -2.015 4.745 -1.690
H: -2.533 3.590 -2.887
H: -2.220 3.141 -1.159
O: 1.277 -0.440 -5.171
S: 0.750 0.043 -3.917
O: -0.553 -0.312 -3.405
O: 1.772 -0.349 -2.681
C: 3.155 0.077 -2.669
C: 3.784 -0.720 -1.582
C: 0.895 1.884 -3.852
H: 3.431 1.124 -2.528
H: 3.569 -0.248 -3.626
H: 3.835 -1.809 -1.668
H: 3.161 -0.645 -0.685
H: 4.834 -0.541 -1.352
H: 1.744 2.093 -4.506
H: 1.334 2.278 -2.935
H: -0.096 2.242 -4.112

Atomic partial charges in e from the Löwdin method, atoms 1 to 6:
1. Be 1.098
2. N 0.322
3. H 0.151
4. H 0.076
5. H 0.170
6. H 0.153

***

Formula: C16H47F3HfO22S4
Source: OMol25
Level of theory: the ωB97M-V functional and the def2-TZVPD basis

Its net charge is +2. As for the energy above the lowest of the compared OMol25 structures with the same formula, charge and spin: 7.719 eV. The calculation puts the HOMO energy at -14.12 eV.

Atoms and positions in Å:
Hf: 3.203 -2.113 2.640
C: 1.185 -3.546 -1.387
F: 0.699 -4.419 -2.261
F: 2.482 -3.565 -1.560
F: 0.762 -2.274 -1.568
S: 0.883 -4.210 0.432
O: -0.512 -4.046 0.809
O: 1.358 -5.622 0.355
O: 1.829 -3.423 1.225
C: -0.635 0.437 2.530
C: 0.230 -0.335 1.499
C: 0.191 0.443 0.137
O: 1.505 -0.516 2.000
H: -0.539 -0.050 3.500
H: -1.674 0.372 2.208
H: -0.175 1.425 2.565
H: -0.316 -1.254 1.283
H: 0.696 1.409 0.153
H: -0.874 0.602 -0.032
H: 0.501 -0.191 -0.693
O: -4.394 -1.372 -2.527
S: -3.903 -0.827 -1.242
O: -3.441 0.575 -1.190
O: -5.106 -1.013 -0.091
C: -5.392 -0.005 0.893
C: -5.142 -0.628 2.309
C: -2.679 -1.985 -0.360
H: -6.442 0.289 0.886
H: -4.758 0.879 0.835
H: -4.090 -0.902 2.400
H: -5.802 -1.474 2.498
H: -5.388 0.084 3.097
H: -1.696 -1.934 -0.828
H: -3.162 -2.963 -0.342
H: -2.528 -1.795 0.702
O: -2.838 -1.081 -5.403
S: -1.649 -1.367 -4.660
O: -1.598 -2.485 -3.682
O: -0.441 -1.531 -5.772
C: 0.862 -2.010 -5.345
C: 1.800 -1.548 -6.445
C: -1.112 0.293 -3.928
H: 0.987 -3.086 -5.231
H: 1.182 -1.597 -4.388
H: 2.861 -1.776 -6.338
H: 1.828 -0.469 -6.597
H: 1.570 -1.996 -7.411
H: -0.407 0.089 -3.122
H: -2.001 0.883 -3.704
H: -0.563 0.726 -4.764
O: 2.963 -0.589 -2.529
S: 2.883 0.688 -3.180
O: 1.894 0.928 -4.227
O: 2.851 1.967 -2.099
C: 3.621 1.982 -0.883
C: 3.077 3.086 0.106
C: 4.590 1.059 -3.820
H: 4.674 2.146 -1.112
H: 3.613 0.975 -0.466
H: 2.758 3.963 -0.458
H: 3.840 3.604 0.686
H: 2.288 2.805 0.804
H: 4.649 0.570 -4.793
H: 5.275 0.627 -3.090
H: 4.605 2.134 -3.996
O: 3.528 -1.691 0.158
H: 2.966 -1.388 -0.555
H: 4.368 -1.879 -0.262
O: 1.277 -2.841 3.941
H: 0.802 -2.359 4.618
H: 0.869 -3.707 3.931
O: 0.318 -1.720 6.136
H: 0.634 -0.816 6.140
H: 0.551 -2.059 6.999
O: 1.019 1.116 5.888
H: 0.136 1.483 5.847
H: 1.461 1.468 5.115
O: -2.345 -2.979 2.809
H: -1.497 -2.837 2.387
H: -2.444 -3.931 2.833
O: -2.677 2.820 1.030
H: -2.684 3.554 0.415
H: -2.359 2.078 0.515
C: -0.982 4.358 3.206
C: 0.013 4.569 1.973
O: 0.416 5.923 2.153
C: -0.419 6.504 2.934
O: -0.418 7.675 3.073
O: -1.232 5.684 3.512
H: -0.610 3.791 4.059
H: -1.959 3.897 3.058
H: -0.550 4.339 1.068
H: 0.877 3.905 1.994

Atomic partial charges in e from the Löwdin method, atoms 1 to 6:
1. Hf 2.292
2. C -0.605
3. F 0.196
4. F 0.150
5. F 0.112
6. S 0.604

***

Q: Which HOMO-LUMO gap values were calculated for the entries above? A: 7.5172 7.6120 10.6983 2.9967 2.3769, in eV.